Version i
Entry from the OMol25 dataset: an isolated molecule of C11H9N (ωB97M-V with the def2-TZVPD basis set).

```
21
C11H9N | the OMol25 dataset | ωB97M-V with the def2-TZVPD basis set
N -2.27 1.95 -3.71
C -1.62 -2.19 -1.07
C -0.23 -0.07 0.19
C 0.13 -1.46 0.32
C -0.44 -2.50 -0.32
C 1.62 1.82 0.74
C -1.67 1.67 -2.80
C -0.87 1.39 -1.69
C 0.52 0.95 1.01
C -1.11 0.24 -1.00
C -1.97 -0.84 -1.33
C -0.48 0.46 1.67
H 0.88 -1.70 0.97
H 2.34 1.53 1.47
H -2.25 -2.98 -1.18
H -2.81 -0.79 -1.98
H -0.09 -3.59 -0.15
H 2.06 1.57 -0.33
H 1.45 2.98 0.76
H -0.14 2.23 -1.45
H -1.19 0.45 2.49
```

The net charge is 0. The calculation puts the frontier orbital gap (spin up / spin down) at 0.281 / 0.281 Ha. The SMILES is CC1=C[C@]12C=CC=C/C2=C\C#N.



Version ii
Entry from the OMol25 dataset: a structure of composition C11H9N (ωB97M-V with the def2-TZVPD basis set).

```
21
C11H9N | the OMol25 dataset | ωB97M-V with the def2-TZVPD basis set
N -2.95 -1.04 0.47
C 2.81 -1.30 -0.53
C -1.63 -0.97 0.74
C 1.34 -1.01 -0.33
C -2.84 1.03 -0.60
C 1.65 1.22 0.59
C -1.38 0.89 -0.48
C -0.70 0.06 0.35
C 3.58 -0.10 -0.40
C 0.79 0.14 0.20
C -3.63 -0.02 -0.16
C 3.02 0.99 0.38
H -1.15 -1.71 1.54
H 2.97 -2.24 -1.32
H 4.68 -0.02 -0.80
H -3.41 1.74 -1.51
H -4.81 -0.12 -0.78
H -1.26 1.97 -1.23
H 3.68 1.70 1.25
H 0.63 -1.69 -0.41
H 1.33 2.07 1.24
```

The net charge is 0. The calculation puts the frontier orbital gap at 0.346 Ha.



Which is most stable, and by how much? version i, by 174.3 kJ/mol.



Version i
Entry from the OMol25 dataset: a structure of composition BF4Sn (ωB97M-V with the def2-TZVPD basis set).

```
6
BF4Sn | the OMol25 dataset | ωB97M-V with the def2-TZVPD basis set
Sn 14.46 -31.70 -6.82
F 14.64 -28.43 -5.83
F 12.85 -27.98 -4.46
F 12.71 -29.53 -6.14
F 13.92 -29.87 -4.44
B 13.51 -28.89 -5.27
```

The net charge is +1. The calculation puts the frontier orbital gap at 0.223 Ha.



Version ii
Entry from the OMol25 dataset: a structure of composition BF4Sn (ωB97M-V with the def2-TZVPD basis set).

```
6
BF4Sn | the OMol25 dataset | ωB97M-V with the def2-TZVPD basis set
Sn 1.10 1.65 1.44
F 1.15 -0.61 -0.34
F -0.56 -0.41 1.05
F -0.54 0.98 -0.77
F -0.93 -1.27 -1.04
B -0.22 -0.34 -0.35
```

The net charge is +1. The calculation puts the frontier orbital gap at 0.296 Ha.



Which is most stable, and by how much? version ii, by 163.7 kJ/mol.



Version i
Entry from the OMol25 dataset: a cluster of 2 separate species, C4H12NOS in total (ωB97M-V with the def2-TZVPD basis set).

```
19
C4H12NOS | the OMol25 dataset | ωB97M-V with the def2-TZVPD basis set
S 0.01 0.98 -1.95
O -0.16 -0.33 -4.95
N -0.26 0.07 2.06
C -0.46 -0.08 0.57
C 0.21 -0.98 4.23
C 0.48 0.81 -0.21
C 0.08 -1.17 2.72
H 0.02 0.25 -4.18
H -0.75 -1.87 2.61
H 1.00 -1.64 2.33
H 0.78 -0.10 4.54
H -0.78 -0.98 -4.58
H -0.77 -0.90 4.71
H 0.61 -1.87 4.70
H 0.47 1.78 0.25
H 0.48 0.74 2.22
H -1.49 0.21 0.40
H -0.36 -1.12 0.33
H 1.48 0.43 -0.06
```

The net charge is -1. The calculation puts the frontier orbital gap at 0.228 Ha.



Version ii
Entry from the OMol25 dataset: a cluster of 2 separate species, C4H12NOS in total (ωB97M-V with the def2-TZVPD basis set).

```
19
C4H12NOS | the OMol25 dataset | ωB97M-V with the def2-TZVPD basis set
S 0.09 1.00 -1.22
O -2.03 2.27 0.98
N -2.26 -0.13 1.17
C 2.32 -0.68 0.48
C 1.23 -0.30 -1.82
C -2.85 1.13 0.85
C 1.67 -1.32 -0.74
H -1.99 -0.15 2.15
H 3.31 -0.28 0.21
H 2.11 0.14 -2.31
H -1.30 2.18 0.34
H 0.77 -1.86 -0.44
H -3.28 1.07 -0.15
H 2.48 -1.42 1.28
H -3.69 1.30 1.54
H -1.39 -0.22 0.65
H 2.40 -2.00 -1.20
H 0.72 -0.87 -2.60
H 1.71 0.14 0.84
```

The net charge is -1. The calculation puts the frontier orbital gap at 0.255 Ha.



Which is most stable, and by how much? version ii, by 35.1 kJ/mol.



Version i
Entry from the OMol25 dataset: an isolated molecule of C3H3NO3 (ωB97M-V with the def2-TZVPD basis set).

```
10
C3H3NO3 | the OMol25 dataset | ωB97M-V with the def2-TZVPD basis set
O 0.63 -1.17 -0.39
O -0.09 1.73 -0.73
O 2.76 -0.71 0.27
N 0.57 1.39 0.50
C -0.74 -0.67 -0.10
C -0.67 0.84 0.17
C 1.62 -0.55 0.02
H -1.30 -0.92 -0.99
H -1.46 1.41 0.72
H -1.34 -1.36 0.53
```

The net charge is 0. The calculation puts the frontier orbital gap (spin up / spin down) at 0.321 / 0.321 Ha.



Version ii
Entry from the OMol25 dataset: an isolated molecule of C3H3NO3 (ωB97M-V with the def2-TZVPD basis set).

```
10
C3H3NO3 | the OMol25 dataset | ωB97M-V with the def2-TZVPD basis set
O -0.04 -0.68 1.89
O 2.37 0.45 -0.17
O -1.11 0.07 0.02
N 0.00 0.96 -1.78
C -1.04 -0.38 1.30
C 1.39 -0.24 -0.23
C 0.06 0.33 -0.70
H -2.06 -0.43 1.71
H 1.40 -1.33 -0.04
H -0.96 1.25 -2.00
```

The net charge is 0. The calculation puts the frontier orbital gap at 0.392 Ha. The SMILES is [H]/N=C(/C=O)OC=O.



Version iii
Entry from the OMol25 dataset: an isolated molecule of C3H3NO3 (ωB97M-V with the def2-TZVPD basis set).

```
10
C3H3NO3 | the OMol25 dataset | ωB97M-V with the def2-TZVPD basis set
O 1.57 -3.12 -0.04
O 1.82 0.50 -0.60
O 3.74 1.09 0.06
N 2.67 0.81 0.46
C 0.49 0.32 -0.28
C 0.16 -1.12 0.10
C 0.94 -2.17 0.03
H -0.18 0.53 -1.24
H 0.07 1.01 0.63
H -0.54 -1.33 0.79
```

The net charge is 0. The calculation puts the frontier orbital gap at 0.336 Ha. The SMILES is O=C=CCON=O.



Which is most stable, and by how much? version ii, by 336.3 kJ/mol.



Version i
Entry from the OMol25 dataset: an isolated molecule of C3H3NO3 (ωB97M-V with the def2-TZVPD basis set).

```
10
C3H3NO3 | the OMol25 dataset | ωB97M-V with the def2-TZVPD basis set
O -0.46 1.04 0.20
O 0.15 -1.25 0.12
O 2.85 -0.13 -0.22
N 0.66 0.20 0.25
C -1.55 0.20 0.02
C 1.90 0.58 -0.07
C -1.19 -1.07 -0.02
H -1.77 -1.96 -0.14
H 1.92 1.69 -0.09
H -2.50 0.70 -0.06
```

The net charge is 0. The calculation puts the frontier orbital gap at 0.341 Ha. The SMILES is O=CN1OC=CO1.



Version ii
Entry from the OMol25 dataset: an isolated molecule of C3H3NO3 (ωB97M-V with the def2-TZVPD basis set).

```
10
C3H3NO3 | the OMol25 dataset | ωB97M-V with the def2-TZVPD basis set
O -0.86 0.12 0.51
O -1.17 -1.84 -0.62
O 0.94 1.46 0.36
N 0.42 0.33 -1.52
C -1.47 -1.08 0.25
C 0.12 0.57 -0.34
C 1.81 0.69 0.99
H -0.11 -0.44 -1.92
H -2.28 -1.23 0.97
H 2.59 1.39 1.34
```

The net charge is 0. The calculation puts the frontier orbital gap at 0.352 Ha.



Which is most stable, and by how much? version ii, by 120.9 kJ/mol.



Version i
Entry from the OMol25 dataset: an isolated molecule of C3H3NO3 (ωB97M-V with the def2-TZVPD basis set).

```
10
C3H3NO3 | the OMol25 dataset | ωB97M-V with the def2-TZVPD basis set
O 0.51 -0.23 -1.04
O -1.10 -1.60 0.76
O 1.71 -0.31 0.83
N -0.89 1.58 -0.68
C 1.59 -0.70 -0.44
C -0.53 0.41 -0.41
C -1.35 -0.44 0.52
H -0.26 2.02 -1.35
H -2.20 0.11 0.94
H 2.51 -0.84 0.86
```

The net charge is 0. The calculation puts the frontier orbital gap at 0.337 Ha.



Version ii
Entry from the OMol25 dataset: an isolated molecule of C3H3NO3 (ωB97M-V with the def2-TZVPD basis set).

```
10
C3H3NO3 | the OMol25 dataset | ωB97M-V with the def2-TZVPD basis set
O 0.02 0.36 0.00
O -1.44 -1.31 0.00
O 0.74 -1.78 0.00
N -3.25 0.30 0.00
C 1.36 0.86 0.00
C -2.37 -0.43 0.00
C -0.11 -0.96 0.00
H 1.90 0.50 -0.88
H 1.88 0.53 0.90
H 1.27 1.94 -0.02
```

The net charge is 0. The calculation puts the frontier orbital gap at 0.450 Ha. The SMILES is COC(=O)OC#N.



Version iii
Entry from the OMol25 dataset: a structure of composition C3H3NO3 (ωB97M-V with the def2-TZVPD basis set).

```
10
C3H3NO3 | the OMol25 dataset | ωB97M-V with the def2-TZVPD basis set
O 2.97 -1.10 -0.13
O -0.26 -1.61 0.58
O -0.15 0.80 0.20
N 2.13 1.06 0.35
C 0.18 -0.54 -0.17
C 2.14 -0.27 0.01
C 0.97 1.55 0.22
H 0.71 2.59 0.44
H -0.17 -0.62 -1.19
H 0.31 -1.72 1.41
```

The net charge is 0. The calculation puts the frontier orbital gap at 0.333 Ha.



Which is most stable, and by how much? version ii, by 83.2 kJ/mol.



Version i
Entry from the OMol25 dataset: an isolated molecule of C3H3NO3 (ωB97M-V with the def2-TZVPD basis set).

```
10
C3H3NO3 | the OMol25 dataset | ωB97M-V with the def2-TZVPD basis set
O 1.42 1.19 -1.22
O -1.83 0.27 1.16
O -0.18 -1.12 0.51
N 1.62 -0.20 -0.85
C -1.38 -0.83 1.07
C 0.44 -0.09 -0.10
C 0.33 1.22 -0.34
H 1.55 -0.80 -1.68
H -0.13 2.12 0.03
H -1.84 -1.76 1.41
```

The net charge is 0. The calculation puts the frontier orbital gap at 0.358 Ha. The SMILES is O=COc1co[nH]1.



Version ii
Entry from the OMol25 dataset: an isolated molecule of C3H3NO3 (ωB97M-V with the def2-TZVPD basis set).

```
10
C3H3NO3 | the OMol25 dataset | ωB97M-V with the def2-TZVPD basis set
O 1.42 0.34 -0.50
O -1.93 -0.90 -0.28
O 0.18 1.73 0.45
N 1.52 -1.07 0.04
C 0.31 -1.19 0.47
C -0.87 1.24 0.00
C -0.89 -0.29 -0.02
H -1.66 1.47 -0.66
H -0.01 -2.25 0.92
H 2.29 0.34 -0.69
```

The net charge is 0. The calculation puts the frontier orbital gap at 0.326 Ha. The SMILES is O=CC(=O)/C=N\O.



Which is most stable, and by how much? version i, by 137.4 kJ/mol.



Version i
Entry from the OMol25 dataset: a cluster of 2 separate species, C5H7Cl in total (ωB97M-V with the def2-TZVPD basis set).

```
13
C5H7Cl | the OMol25 dataset | ωB97M-V with the def2-TZVPD basis set
Cl 0.66 -2.41 1.70
C -1.19 -1.19 -0.51
C -0.11 -0.39 0.05
C 0.70 1.16 -1.39
C 1.75 0.03 1.57
C 0.80 -0.76 1.02
H -1.31 -1.01 -1.58
H -0.18 1.63 -1.78
H 1.85 1.05 1.27
H -1.03 -2.26 -0.34
H 2.44 -0.34 2.32
H -2.13 -0.91 -0.03
H 1.40 1.76 -0.84
```

The net charge is 0. The calculation puts the frontier orbital gap (spin up / spin down) at 0.336 / 0.258 Ha.



Version ii
Entry from the OMol25 dataset: an isolated molecule of C5H7Cl (ωB97M-V with the def2-TZVPD basis set).

```
13
C5H7Cl | the OMol25 dataset | ωB97M-V with the def2-TZVPD basis set
Cl 2.44 0.60 -0.07
C 1.04 -1.64 0.64
C -0.90 -0.04 -1.42
C -0.20 0.20 -0.34
C -0.74 1.31 0.60
C 1.08 -0.42 0.17
H -0.10 1.28 1.43
H -1.69 0.98 0.82
H -0.49 2.26 0.06
H -1.95 0.25 -1.41
H 1.95 -2.20 0.85
H -0.42 -0.62 -2.17
H -0.02 -1.97 0.84
```

The net charge is 0. The calculation puts the frontier orbital gap at 0.387 Ha. The SMILES is C=C(C)C(=C)Cl.



Version iii
Entry from the OMol25 dataset: a cluster of 2 separate species, C5H7Cl in total (ωB97M-V with the def2-TZVPD basis set).

```
13
C5H7Cl | the OMol25 dataset | ωB97M-V with the def2-TZVPD basis set
Cl 3.98 -0.05 0.01
C 0.09 0.29 -0.20
C -1.19 -0.16 0.41
C 2.30 0.16 -0.16
C 1.21 0.32 0.73
C 1.12 -0.77 -0.35
H 0.03 0.94 -1.05
H -1.11 0.30 1.35
H 0.87 -1.77 -0.16
H -1.19 -1.26 0.60
H 1.66 1.49 -1.78
H -2.02 0.13 -0.23
H 0.95 0.58 1.75
```

The net charge is 0. The calculation puts the frontier orbital gap (spin up / spin down) at 0.282 / 0.325 Ha.



Version iv
Entry from the OMol25 dataset: an isolated molecule of C5H7Cl (ωB97M-V with the def2-TZVPD basis set).

```
13
C5H7Cl | the OMol25 dataset | ωB97M-V with the def2-TZVPD basis set
Cl 1.70 3.80 1.32
C -0.98 -0.24 -0.56
C 0.91 1.04 0.34
C 0.50 -0.34 -0.04
C 2.01 2.42 2.14
C 1.29 1.25 1.64
H 1.06 1.77 -0.45
H 1.16 0.36 2.31
H -1.64 -0.28 0.34
H 0.42 -0.92 0.80
H -1.35 -1.06 -1.17
H 1.19 -1.00 -0.79
H -1.45 0.72 -1.07
```

The net charge is 0. The calculation puts the frontier orbital gap at 0.278 Ha.



Which is most stable, and by how much? version ii, by 224.6 kJ/mol.